Record 1
5
Properties=species:S:1:pos:R:3 method="wB97M-V/def2-TZVPD" charge=0 homo_energy_ev="-11.13 / -11.10" de_lowest_kcal_mol=54.56 gap_ev="7.32 / 7.37"
N 0.571 0.398 -0.417
O 1.553 0.425 -1.085
O -0.121 1.197 0.078
S -0.253 -1.256 -0.371
Cl -1.749 -0.765 1.795

=====

Record 2
16
Properties=species:S:1:pos:R:3 method="wB97M-V/def2-TZVPD" charge=0 homo_energy_ev="-9.38 / -9.38" smiles=Cc1noc2c1ncc[n+]2[O-] de_lowest_kcal_mol=98.79 gap_ev="8.51 / 8.50"
C -1.677 -1.966 -0.875
C -1.383 -0.561 -0.559
N -2.192 0.498 -0.592
O -1.487 1.578 -0.167
C -0.242 1.183 0.087
C -0.099 -0.196 -0.098
N 0.970 -0.900 0.330
C 1.946 -0.164 0.747
C 1.933 1.237 0.738
N 0.787 1.955 0.487
O 0.851 3.221 0.444
H -1.182 -2.619 0.072
H -2.802 -2.126 -1.031
H -1.082 -2.286 -1.644
H 2.984 -0.616 0.906
H 2.675 1.763 1.156

=====

Record 3
76
Properties=species:S:1:pos:R:3 method="wB97M-V/def2-TZVPD" charge=0 homo_energy_ev="-7.51 / -7.31" multiplicity=2 gap_ev="6.57 / 5.49"
Be -1.146 4.833 0.561
K -2.919 5.524 -2.728
O -0.940 3.697 -1.707
C -0.597 2.288 -1.429
C 0.496 1.994 -0.276
O 0.233 2.465 1.080
H -0.274 1.861 -2.379
H -1.381 1.653 -1.018
H 1.469 2.397 -0.556
H 0.764 0.962 -0.052
C 0.837 -1.629 -1.383
C 0.141 -2.912 -0.884
C 1.348 -3.822 -0.542
C 0.861 -5.140 0.110
C -0.091 -4.912 1.289
C -1.201 -3.796 1.107
N -0.675 -2.661 0.310
O -1.560 -1.578 0.174
C -2.516 -4.334 0.466
C -1.474 -3.286 2.490
C -0.610 -3.451 -2.082
H 0.105 -0.827 -1.480
H 1.248 -1.807 -2.377
H 1.660 -1.218 -0.799
H 1.861 -4.102 -1.462
H 2.104 -3.422 0.133
H 1.637 -5.785 0.521
H 0.376 -5.761 -0.644
H 0.427 -4.700 2.225
H -0.604 -5.854 1.487
H -3.269 -3.604 0.171
H -2.359 -4.860 -0.476
H -2.979 -4.999 1.196
H -1.614 -4.024 3.279
H -0.560 -2.739 2.721
H -2.288 -2.561 2.512
H -1.428 -2.803 -2.396
H -0.940 -4.473 -1.896
H 0.003 -3.457 -2.983
H -1.080 -0.843 0.563
C 4.032 2.163 2.312
O 3.389 1.867 3.486
H 4.087 3.241 2.161
H 5.038 1.754 2.414
H 3.537 1.666 1.477
H 3.948 1.313 4.035
C -3.332 0.324 1.972
O -4.272 1.403 1.795
H -3.187 0.106 3.030
H -3.607 -0.591 1.447
H -2.347 0.532 1.554
H -3.793 2.234 1.780
C 4.431 2.734 -2.305
O 4.298 2.870 -0.894
H 3.487 2.406 -2.741
H 4.651 3.742 -2.656
H 5.228 2.098 -2.689
H 3.491 3.365 -0.737
C 1.318 -0.814 2.922
O 0.442 0.248 2.961
H 1.210 -1.508 2.088
H 2.332 -0.455 2.751
H 1.232 -1.345 3.870
H 0.380 0.657 2.095
C 1.803 4.550 -3.512
O 0.637 5.332 -3.301
H 2.410 4.662 -2.614
H 1.614 3.485 -3.379
H 2.353 4.765 -4.428
H 0.083 4.752 -2.773
C -4.793 3.181 -1.088
O -4.321 4.330 -0.517
H -4.046 2.457 -1.414
H -5.416 2.695 -0.337
H -5.449 3.410 -1.927
H -3.935 4.055 0.318

=====

Record 4
128
Properties=species:S:1:pos:R:3 method="wB97M-V/def2-TZVPD" charge=-1 homo_energy_ev=-8.73 de_lowest_kcal_mol=0.00 gap_ev=10.26
N 0.204 -0.177 0.353
S 0.027 -1.690 0.490
O 1.021 -2.428 1.245
O -0.768 -2.365 -0.529
F -1.117 -1.650 1.636
S 1.387 -0.321 -0.788
O 1.100 -0.661 -2.171
O 2.705 -0.524 -0.251
F 1.408 1.283 -1.031
C 5.739 0.439 0.630
N 4.958 1.430 -0.116
O 4.948 1.398 -1.336
O 4.281 2.223 0.502
H 6.313 0.980 1.377
H 6.287 -0.123 -0.120
H 5.038 -0.236 1.118
C 3.150 -4.367 2.438
N 2.769 -4.211 3.859
O 3.554 -3.626 4.568
O 1.697 -4.672 4.204
H 3.081 -3.440 1.871
H 2.394 -4.990 1.964
H 4.132 -4.805 2.284
O -4.393 -0.096 3.952
S -5.172 -1.131 3.320
O -6.038 -2.031 4.041
O -6.105 -0.469 2.155
C -5.571 0.574 1.322
C -5.508 0.248 -0.174
C -4.080 -2.165 2.336
H -4.619 0.908 1.742
H -6.248 1.413 1.491
H -5.225 1.176 -0.670
H -6.469 -0.082 -0.565
H -4.776 -0.533 -0.380
H -4.589 -3.024 1.901
H -3.343 -2.587 3.016
H -3.648 -1.676 1.465
O 4.693 -2.219 -6.141
S 5.029 -1.203 -5.201
O 6.386 -0.974 -4.793
O 4.354 0.174 -5.751
C 4.728 1.428 -5.133
C 3.456 2.265 -5.022
C 4.017 -1.436 -3.735
H 5.460 1.931 -5.761
H 5.092 1.234 -4.124
H 3.034 2.529 -5.993
H 3.586 3.207 -4.486
H 2.692 1.737 -4.450
H 4.332 -2.379 -3.301
H 3.011 -1.419 -4.148
H 4.142 -0.551 -3.114
O 1.565 1.236 5.491
S 2.292 0.313 4.664
O 3.665 -0.061 4.939
O 1.448 -1.057 4.526
C 0.031 -0.962 4.693
C -0.643 -2.276 5.012
C 2.280 0.847 2.943
H -0.470 -0.447 3.872
H -0.184 -0.357 5.577
H -0.571 -2.987 4.188
H -1.717 -2.053 5.011
H -0.459 -2.685 6.002
H 1.231 0.854 2.656
H 2.799 0.020 2.465
H 2.756 1.821 2.897
O -3.174 1.290 -3.712
S -2.739 -0.047 -4.087
O -3.529 -0.882 -4.950
O -1.290 0.073 -4.858
C -0.295 0.966 -4.342
C -0.379 2.273 -5.134
C -2.248 -1.047 -2.649
H 0.628 0.445 -4.592
H -0.456 1.132 -3.277
H 0.412 2.931 -4.754
H -1.272 2.873 -4.972
H -0.186 2.058 -6.183
H -3.076 -1.130 -1.952
H -1.375 -0.573 -2.209
H -1.908 -1.987 -3.075
O -3.784 3.389 -0.214
S -2.458 3.330 0.323
O -1.874 4.503 0.937
O -2.432 2.161 1.433
C -1.366 2.122 2.382
C -1.729 2.464 3.785
C -1.390 2.566 -0.893
H -0.471 2.602 1.981
H -1.069 1.066 2.427
H -1.985 3.524 3.878
H -0.880 2.280 4.445
H -2.624 1.917 4.086
H -0.411 2.435 -0.446
H -1.363 3.058 -1.865
H -1.781 1.587 -1.176
O 2.025 4.835 -3.332
S 0.819 5.253 -2.660
O -0.432 4.985 -3.294
O 0.839 4.631 -1.166
C 2.036 4.707 -0.401
C 1.728 4.056 0.937
C 0.876 7.047 -2.238
H 2.379 5.723 -0.180
H 2.847 4.196 -0.922
H 1.297 3.078 0.746
H 1.121 4.758 1.516
H 2.600 4.039 1.594
H 0.371 7.544 -3.062
H 1.932 7.262 -2.111
H 0.278 7.201 -1.344
O -4.161 -3.559 -0.770
S -3.327 -4.700 -0.477
O -2.409 -5.192 -1.477
O -2.533 -4.304 0.869
C -1.477 -5.211 1.324
C -1.783 -5.472 2.777
C -4.190 -6.180 0.179
H -0.539 -4.671 1.208
H -1.559 -6.096 0.697
H -2.710 -6.034 2.913
H -1.918 -4.521 3.289
H -1.029 -6.086 3.270
H -3.476 -6.988 0.274
H -4.999 -6.388 -0.518
H -4.661 -5.813 1.089